Record 1
The following is a quantum chemistry calculation of a cluster of 8 separate species, C37H56FN8O4PSSi in total, from the OMol25 dataset.

The spin multiplicity is 1. The calculation puts the HOMO energy at -8.22 eV. The structure (SMILES) is CC(=O)NCCCC[Si@@](S)(C[C@@H](C)F)P(=O)(O)O.c1cc[nH]c1.c1cc[nH]c1.c1cc[nH]c1.c1cc[nH]c1.c1cc[nH]c1.c1cc[nH]c1.c1cc[nH]c1.

Last column: Löwdin charge in e.
Geometry (Å):
C1 -4.47 -1.05 -1.50  -0.01
C2 -4.42 -0.47 -0.03  -0.45
O1 -5.38 -0.63 0.73  0.04
N1 -3.22 0.22 0.50  0.01
C3 -2.35 -0.88 1.02  -0.21
C4 -0.96 -0.41 1.63  -0.17
C5 -0.77 1.15 1.85  -0.24
C6 0.52 1.65 1.01  -0.30
Si1 0.42 3.49 0.52  0.29
S1 2.39 4.10 -0.19  0.48
C7 -0.79 3.78 -0.94  -0.25
C8 -0.10 3.65 -2.38  -0.38
C9 -1.19 3.24 -3.46  -0.06
F1 0.33 4.99 -2.72  -0.10
P1 -0.18 4.87 2.15  0.52
O2 0.87 5.99 2.26  -0.37
O3 -1.63 5.64 1.67  -0.22
O4 -0.43 4.08 3.64  -0.21
H1 -4.71 -0.27 -2.29  0.08
H2 -3.53 -1.63 -1.78  0.08
H3 -5.31 -1.82 -1.51  0.09
H4 -3.61 0.77 1.28  0.08
H5 -2.15 -1.58 0.13  0.12
H6 -2.96 -1.50 1.76  0.12
H7 -0.12 -0.82 0.97  0.11
H8 -0.86 -0.92 2.64  0.10
H9 -0.45 1.29 2.95  0.11
H10 -1.68 1.79 1.71  0.07
H11 0.57 1.05 0.05  0.08
H12 1.44 1.52 1.66  0.09
H13 2.90 2.96 -0.78  -0.16
H14 -1.66 3.04 -0.93  0.08
H15 -1.15 4.86 -0.87  0.10
H16 0.82 3.00 -2.38  0.11
H17 -1.46 4.17 -4.06  0.09
H18 -0.85 2.45 -4.19  0.08
H19 -2.17 2.89 -2.99  0.07
H20 -2.22 5.76 2.44  0.06
H21 -1.31 3.65 3.53  0.04
N2 -1.64 -4.46 1.65  0.01
C10 -0.57 -4.06 2.40  -0.15
C11 0.56 -4.64 1.86  -0.12
C12 0.15 -5.41 0.74  -0.12
C13 -1.22 -5.28 0.63  -0.14
H22 -2.60 -4.19 1.81  0.14
H23 -0.70 -3.41 3.24  0.10
H24 1.56 -4.52 2.23  0.09
H25 0.78 -5.99 0.09  0.09
H26 -1.92 -5.69 -0.07  0.11
N3 3.32 -4.01 -0.89  0.01
C14 4.39 -3.61 -0.14  -0.15
C15 5.52 -4.19 -0.67  -0.11
C16 5.11 -4.96 -1.79  -0.11
C17 3.75 -4.82 -1.90  -0.14
H27 2.36 -3.74 -0.72  0.13
H28 4.27 -2.96 0.71  0.10
H29 6.53 -4.07 -0.30  0.07
H30 5.74 -5.54 -2.44  0.09
H31 3.05 -5.24 -2.61  0.11
N4 -6.11 2.20 4.55  0.01
C18 -5.45 1.80 3.42  -0.13
C19 -4.57 2.80 3.06  -0.12
C20 -4.71 3.84 4.02  -0.12
C21 -5.66 3.44 4.92  -0.13
H32 -6.82 1.67 5.02  0.15
H33 -5.66 0.84 2.96  0.10
H34 -3.91 2.78 2.21  0.07
H35 -4.17 4.77 4.04  0.08
H36 -6.06 3.93 5.80  0.11
N5 -3.99 1.21 -6.97  0.00
C22 -3.31 0.85 -8.10  -0.14
C23 -2.51 1.90 -8.47  -0.11
C24 -2.71 2.94 -7.52  -0.11
C25 -3.63 2.48 -6.61  -0.15
H37 -4.66 0.64 -6.49  0.14
H38 -3.45 -0.12 -8.55  0.11
H39 -1.85 1.93 -9.32  0.09
H40 -2.24 3.91 -7.51  0.09
H41 -4.06 2.95 -5.74  0.09
N6 8.97 -2.41 0.73  0.00
C26 9.72 -1.60 1.54  -0.16
C27 11.00 -2.09 1.54  -0.11
C28 11.03 -3.23 0.70  -0.11
C29 9.76 -3.40 0.20  -0.14
H42 7.99 -2.29 0.54  0.13
H43 9.28 -0.76 2.05  0.11
H44 11.83 -1.68 2.09  0.09
H45 11.88 -3.85 0.47  0.09
H46 9.35 -4.13 -0.47  0.10
N7 -6.58 2.14 -3.79  0.00
C30 -7.65 1.79 -4.57  -0.15
C31 -8.69 1.47 -3.74  -0.11
C32 -8.24 1.65 -2.41  -0.11
C33 -6.93 2.06 -2.47  -0.15
H47 -5.67 2.42 -4.14  0.12
H48 -7.57 1.79 -5.65  0.10
H49 -9.67 1.15 -4.06  0.09
H50 -8.81 1.49 -1.51  0.09
H51 -6.23 2.31 -1.69  0.11
N8 6.40 -2.31 4.78  0.00
C34 6.60 -2.38 6.13  -0.15
C35 7.95 -2.33 6.36  -0.11
C36 8.59 -2.21 5.10  -0.11
C37 7.60 -2.20 4.15  -0.14
H52 5.50 -2.33 4.33  0.14
H53 5.76 -2.47 6.81  0.10
H54 8.43 -2.36 7.33  0.09
H55 9.65 -2.14 4.92  0.09
H56 7.66 -2.13 3.07  0.08

Record 2
The following is a quantum chemistry calculation of a structure of composition C37H56N11PbSSi2, from the OMol25 dataset.

The spin multiplicity is 1. As for the total charge: +3. The calculation puts the HOMO energy at -15.57 eV.

Last column: Löwdin charge in e.
Geometry (Å):
Pb1 -0.09 -0.88 -0.10  1.38
C1 -1.74 -3.62 5.12  -0.04
C2 -0.43 -4.11 5.08  -0.04
C3 0.39 -3.79 4.01  -0.01
C4 -0.10 -2.98 2.99  -0.28
C5 -1.40 -2.48 3.04  -0.07
C6 -2.22 -2.80 4.11  -0.05
N1 0.68 -2.61 1.85  -0.02
N2 1.85 -3.01 1.87  0.09
C7 2.69 -2.63 0.78  -0.31
C8 3.96 -3.18 0.80  0.03
C9 4.85 -2.84 -0.20  0.00
C10 4.44 -1.94 -1.17  -0.01
C11 3.16 -1.43 -1.11  -0.14
N3 2.28 -1.78 -0.16  -0.02
H1 -2.38 -3.88 5.96  0.12
H2 -0.06 -4.73 5.87  0.12
H3 1.40 -4.17 3.96  0.11
H4 -1.77 -1.84 2.25  0.07
H5 -3.23 -2.42 4.16  0.12
H6 4.22 -3.87 1.60  0.13
H7 5.85 -3.25 -0.22  0.13
H8 5.11 -1.63 -1.97  0.13
H9 2.80 -0.72 -1.84  0.11
C12 1.64 -0.10 4.44  -0.15
Si1 0.54 1.37 4.15  0.52
C13 -1.25 0.90 4.11  -0.16
C14 0.84 2.79 5.31  -0.13
C15 1.02 2.28 2.50  0.00
C16 -0.07 2.69 1.66  -0.38
C17 -0.24 4.07 1.53  0.02
C18 -1.47 4.54 1.06  0.00
C19 -2.41 3.62 0.66  0.01
C20 -2.09 2.25 0.70  -0.12
N4 -0.96 1.79 1.20  0.03
Si2 2.82 2.91 2.09  0.51
C21 3.96 1.50 2.52  -0.15
C22 2.85 3.27 0.27  -0.16
C23 3.19 4.43 3.09  -0.14
H10 1.12 -0.79 5.11  0.05
H11 2.58 0.18 4.92  0.04
H12 1.88 -0.64 3.52  0.01
H13 -1.48 0.31 5.00  0.05
H14 -1.50 0.30 3.23  0.00
H15 -1.90 1.78 4.11  0.05
H16 0.42 2.50 6.28  0.06
H17 0.34 3.71 5.00  0.05
H18 1.90 3.00 5.46  0.04
H19 0.53 4.76 1.85  0.11
H20 -1.66 5.60 0.99  0.13
H21 -3.38 3.94 0.29  0.13
H22 -2.78 1.51 0.31  0.11
H23 3.62 0.54 2.12  0.03
H24 4.09 1.40 3.59  0.04
H25 4.94 1.72 2.08  0.06
H26 2.57 2.41 -0.34  0.02
H27 3.87 3.56 -0.02  0.06
H28 2.18 4.09 0.00  0.04
H29 3.23 4.23 4.16  0.04
H30 2.48 5.25 2.92  0.04
H31 4.18 4.78 2.78  0.06
C24 2.96 3.03 -4.06  -0.08
C25 1.72 3.77 -3.55  -0.21
C26 0.89 2.92 -2.69  -0.21
N5 0.25 2.24 -2.02  0.17
H32 3.56 3.71 -4.66  0.09
H33 2.68 2.19 -4.68  0.08
H34 3.57 2.67 -3.24  0.07
H35 1.10 4.12 -4.38  0.12
H36 2.00 4.66 -2.97  0.12
C27 -2.86 0.60 -5.12  -0.14
C28 -2.64 1.21 -3.75  -0.17
N6 -1.94 0.24 -2.91  0.07
C29 -1.02 -0.65 -3.35  -0.38
N7 -0.30 -1.31 -2.45  -0.11
C30 0.55 -2.41 -2.92  -0.25
C31 0.04 -3.02 -4.21  -0.14
C32 -0.08 -1.90 -5.23  -0.13
N8 -0.93 -0.85 -4.68  -0.02
C33 -1.52 0.09 -5.63  -0.12
H37 -3.26 1.34 -5.81  0.13
H38 -3.56 -0.23 -5.06  0.12
H39 -3.59 1.44 -3.28  0.12
H40 -2.06 2.13 -3.83  0.11
H41 -1.94 0.42 -1.92  0.06
H42 0.58 -3.18 -2.14  0.10
H43 1.58 -2.07 -3.07  0.09
H44 -0.93 -3.48 -4.05  0.13
H45 0.73 -3.79 -4.57  0.13
H46 -0.54 -2.26 -6.15  0.13
H47 0.91 -1.51 -5.49  0.14
H48 -1.65 -0.43 -6.58  0.13
H49 -0.84 0.93 -5.81  0.13
C34 -5.56 -1.25 -2.55  -0.07
C35 -5.39 -1.29 -1.03  -0.22
C36 -4.15 -2.03 -0.65  -0.58
N9 -3.00 -1.48 -0.43  -0.01
N10 -2.01 -2.39 -0.18  -0.19
C37 -2.42 -3.64 -0.19  -0.68
N11 -1.63 -4.70 0.03  0.14
S1 -4.10 -3.76 -0.54  1.18
H50 -6.44 -0.66 -2.81  0.09
H51 -5.70 -2.25 -2.96  0.08
H52 -4.69 -0.80 -3.02  0.05
H53 -6.25 -1.76 -0.56  0.12
H54 -5.30 -0.28 -0.62  0.11
H55 -0.68 -4.57 0.34  0.10
H56 -2.01 -5.63 0.10  0.12

Record 3
The following is a quantum chemistry calculation of a structure of composition C37H57F22NNbO15, from the OMol25 dataset.

The spin multiplicity is 1. As for the total charge: -1. The calculation puts the HOMO energy at -4.70 eV. The energy above the lowest of the compared OMol25 structures with the same formula, charge and spin comes out at 94.65 kJ/mol.

Last column: Löwdin charge in e.
Geometry (Å):
C1 -1.88 -0.17 2.47  -0.06
C2 -3.36 0.19 2.50  -0.55
N1 -4.00 0.17 3.59  0.10
C3 -3.94 0.55 1.18  -0.32
Nb1 -5.91 -0.47 0.59  1.67
O1 -4.95 -2.26 0.21  -0.48
C4 -7.10 1.43 0.83  -0.36
C5 -7.65 1.76 2.25  -0.50
C6 -6.56 2.19 3.26  -0.09
C7 -8.56 0.68 2.83  -0.12
C8 -7.91 -1.50 0.00  -0.50
C9 -8.09 -2.75 0.84  -0.17
F1 -7.89 -1.88 -1.36  -0.17
H1 -1.36 0.67 2.02  0.07
H2 -1.75 -1.07 1.88  0.08
H3 -1.51 -0.38 3.47  0.06
H4 -3.38 -0.10 4.35  0.03
H5 -3.21 0.19 0.47  -0.01
H6 -3.95 1.63 1.06  0.04
H7 -5.59 0.00 -1.18  -0.11
H8 -6.17 -0.97 2.33  -0.07
H9 -4.84 -2.79 1.01  -0.01
H10 -6.43 2.24 0.55  0.02
H11 -7.95 1.46 0.14  0.03
H12 -8.28 2.64 2.13  0.10
H13 -6.66 1.65 4.19  0.06
H14 -6.71 3.24 3.49  0.06
H15 -5.57 2.10 2.84  0.02
H16 -8.16 -0.32 2.76  0.01
H17 -9.56 0.72 2.42  0.07
H18 -8.68 0.89 3.89  0.06
H19 -8.73 -0.81 0.17  0.05
H20 -7.36 -3.49 0.50  0.05
H21 -9.09 -3.18 0.73  0.06
H22 -7.89 -2.54 1.88  0.03
C10 4.53 -0.03 -0.62  -0.05
C11 3.58 -0.95 0.11  -0.18
O2 3.11 -0.36 1.34  0.03
C12 2.13 0.53 1.22  -0.40
O3 1.62 0.89 0.20  0.18
C13 1.71 1.03 2.61  -0.53
F2 2.78 1.35 3.36  0.15
F3 1.02 0.08 3.26  0.16
F4 0.94 2.12 2.52  0.17
H23 5.36 0.26 0.03  0.09
H24 4.93 -0.52 -1.49  0.03
H25 4.04 0.89 -0.93  0.09
H26 4.09 -1.87 0.40  0.13
H27 2.73 -1.23 -0.52  0.13
C14 4.38 5.27 4.69  -0.06
C15 4.98 4.16 3.86  -0.19
O4 6.40 4.37 3.65  0.03
C16 7.19 4.04 4.66  -0.41
O5 6.86 3.58 5.71  0.17
C17 8.66 4.28 4.26  -0.54
F5 8.81 5.49 3.69  0.16
F6 9.06 3.35 3.38  0.16
F7 9.46 4.23 5.33  0.17
H28 4.58 6.24 4.23  0.08
H29 3.30 5.14 4.77  0.08
H30 4.80 5.29 5.69  0.08
H31 4.54 4.14 2.87  0.13
H32 4.81 3.18 4.31  0.12
C18 -5.17 8.92 1.02  -0.06
C19 -5.29 7.47 0.59  -0.20
O6 -4.42 6.63 1.36  0.03
C20 -4.85 6.30 2.57  -0.40
O7 -5.88 6.64 3.08  0.17
C21 -3.84 5.35 3.24  -0.54
F8 -2.58 5.81 3.11  0.15
F9 -3.90 4.14 2.67  0.17
F10 -4.09 5.22 4.54  0.17
H33 -4.14 9.25 0.96  0.08
H34 -5.78 9.56 0.38  0.08
H35 -5.50 9.06 2.05  0.07
H36 -4.98 7.36 -0.44  0.13
H37 -6.32 7.12 0.66  0.13
C22 9.79 -4.66 -3.39  -0.07
C23 8.41 -4.57 -4.01  -0.18
O8 7.57 -3.64 -3.30  0.04
C24 7.76 -2.36 -3.57  -0.40
O9 8.55 -1.90 -4.35  0.18
C25 6.78 -1.51 -2.76  -0.54
F11 6.74 -1.89 -1.47  0.15
F12 5.53 -1.62 -3.25  0.16
F13 7.11 -0.22 -2.78  0.17
H38 9.71 -4.90 -2.35  0.05
H39 10.38 -5.42 -3.90  0.09
H40 10.31 -3.70 -3.48  0.09
H41 7.90 -5.53 -3.94  0.13
H42 8.45 -4.30 -5.07  0.13
C26 -2.28 -1.19 -1.59  -0.07
C27 -2.64 -0.88 -3.02  -0.17
O10 -1.48 -0.44 -3.77  0.04
C28 -0.66 -1.38 -4.20  -0.42
O11 -0.77 -2.56 -4.04  0.16
C29 0.48 -0.74 -5.01  -0.53
F14 1.00 0.32 -4.37  0.16
F15 0.03 -0.32 -6.21  0.16
F16 1.47 -1.61 -5.23  0.16
H43 -1.80 -0.33 -1.12  0.08
H44 -3.19 -1.44 -1.03  0.03
H45 -1.59 -2.03 -1.52  0.08
H46 -3.35 -0.05 -3.05  0.12
H47 -3.10 -1.73 -3.51  0.13
C30 13.50 -4.57 3.01  -0.06
C31 12.73 -5.75 2.48  -0.19
O12 12.04 -5.42 1.26  0.03
C32 12.77 -5.42 0.15  -0.40
O13 13.94 -5.66 0.08  0.17
C33 11.89 -5.09 -1.05  -0.54
F17 11.10 -4.03 -0.80  0.16
F18 11.10 -6.14 -1.36  0.14
F19 12.62 -4.80 -2.13  0.17
H48 12.84 -3.71 3.14  0.09
H49 13.95 -4.81 3.98  0.08
H50 14.29 -4.27 2.33  0.08
H51 11.95 -6.04 3.18  0.13
H52 13.37 -6.62 2.32  0.13
C34 -9.81 -2.79 -3.83  -0.06
C35 -8.49 -2.72 -4.57  -0.18
O14 -8.70 -2.66 -6.00  0.03
C36 -9.04 -1.49 -6.51  -0.41
O15 -9.19 -0.46 -5.91  0.17
C37 -9.17 -1.61 -8.03  -0.53
F20 -9.89 -2.69 -8.38  0.15
F21 -7.96 -1.71 -8.60  0.16
F22 -9.77 -0.53 -8.55  0.16
H53 -10.41 -3.63 -4.18  0.08
H54 -9.62 -2.91 -2.76  0.07
H55 -10.40 -1.89 -3.97  0.08
H56 -7.91 -3.62 -4.39  0.13
H57 -7.90 -1.87 -4.24  0.13

Number 1: energy -90106.7070 eV. Number 2: energy -87485.6515 eV. Number 3: energy -132830.0484 eV.